No. 1
61
Properties=species:S:1:pos:R:3 method="wB97M-V/def2-TZVPD" e_above_lowest_kj_mol=0.0 lumo_energy_ev="-10.55 / -10.55" total_energy_ha=-11355.024223 total_charge=+3
Tc 0.304 -0.656 -0.179
C 3.381 1.218 -2.872
C 2.778 0.663 -1.729
N 1.523 0.264 -1.705
C 0.762 0.421 -2.839
C 1.302 0.900 -4.042
C 2.653 1.324 -4.026
C 0.475 0.919 -5.194
C -0.818 0.479 -5.127
C -1.386 0.080 -3.896
C -0.623 0.099 -2.753
N -1.037 -0.181 -1.432
C -2.347 -0.067 -0.944
C -3.406 0.575 -1.556
C -4.674 0.591 -0.943
C -4.873 -0.013 0.269
C -3.801 -0.660 0.937
C -3.934 -1.303 2.187
C -2.840 -1.896 2.759
C -1.607 -1.836 2.093
N -1.442 -1.228 0.931
C -2.534 -0.660 0.336
H 4.411 1.540 -2.823
H 3.346 0.521 -0.818
H 3.092 1.743 -4.922
H 0.890 1.263 -6.132
H -1.424 0.445 -6.021
H -2.412 -0.256 -3.874
H -3.271 1.095 -2.492
H -5.490 1.097 -1.439
H -5.845 0.016 0.742
H -4.900 -1.330 2.674
H -2.901 -2.395 3.715
H -0.727 -2.297 2.525
C -0.497 3.487 1.162
C -0.400 2.315 0.404
N 0.212 1.226 0.847
C 0.787 1.257 2.078
C 0.720 2.377 2.909
C 0.057 3.517 2.417
C 1.327 2.322 4.212
C 1.974 1.209 4.622
C 2.103 0.070 3.756
C 2.824 -1.086 4.114
C 2.949 -2.101 3.202
C 2.349 -1.967 1.945
N 1.630 -0.917 1.587
C 1.514 0.098 2.489
H -1.002 4.346 0.746
H -0.835 2.259 -0.586
H 0.006 4.411 3.024
H 1.260 3.190 4.853
H 2.427 1.164 5.604
H 3.290 -1.150 5.088
H 3.507 -2.998 3.431
H 2.469 -2.735 1.197
Se 2.119 -4.350 -4.015
Sb 2.253 -6.129 -2.189
Se 2.221 -2.466 -2.753
Se 0.587 -2.787 -1.257
Se 1.528 -5.034 -0.299

No. 2
62
Properties=species:S:1:pos:R:3 method="wB97M-V/def2-TZVPD" e_above_lowest_kj_mol=194.8 lumo_energy_ev=0.35 total_energy_ha=-1885.568792 total_charge=0
C -4.546 4.603 4.403
C -5.003 3.427 3.480
O -6.034 3.866 2.636
C -7.307 4.012 3.072
O -7.647 3.722 4.244
C -8.254 4.409 1.947
F -9.507 3.834 2.045
F -8.614 5.751 2.049
F -7.756 4.128 0.750
H -3.469 4.608 4.570
H -4.955 4.452 5.402
H -4.869 5.602 4.109
H -5.266 2.506 3.999
H -4.093 3.174 2.935
C 9.080 -1.583 -8.732
C 7.792 -1.934 -9.495
O 7.857 -1.282 -10.749
C 6.991 -1.525 -11.747
O 6.075 -2.360 -11.713
C 7.215 -0.478 -12.872
F 7.448 -1.068 -14.016
F 6.091 0.273 -12.897
F 8.225 0.281 -12.641
H 9.048 -1.945 -7.704
H 9.266 -0.509 -8.710
H 10.014 -2.027 -9.078
H 6.906 -1.595 -8.958
H 7.694 -3.012 -9.619
C 6.945 3.779 4.731
C 6.330 5.023 4.611
C 5.834 5.397 5.837
N 6.058 4.325 6.713
C 6.732 3.356 6.005
H 7.466 3.126 4.048
H 6.201 5.418 3.614
H 5.284 6.253 6.198
H 5.636 4.306 7.630
H 6.887 2.383 6.447
C 2.293 -0.734 0.978
C 3.080 -0.899 -0.188
C 2.641 -1.611 -1.299
C 1.343 -2.049 -1.293
C 0.594 -2.011 -0.123
C 1.066 -1.397 1.079
H 2.716 -0.164 1.792
H 4.108 -0.569 -0.205
H 3.183 -1.831 -2.208
H 1.084 -2.601 -2.184
H -0.404 -2.423 -0.141
H 0.459 -1.440 1.971
C -10.245 -5.911 4.378
C -10.101 -4.549 4.234
C -8.869 -4.012 3.893
C -7.764 -4.894 3.807
C -7.934 -6.268 3.983
C -9.159 -6.769 4.259
H -11.168 -6.353 4.722
H -10.974 -3.957 4.467
H -8.602 -3.009 3.595
H -6.783 -4.527 3.545
H -7.057 -6.896 3.917
H -9.261 -7.822 4.477

No. 3
17
Properties=species:S:1:pos:R:3 method="wB97M-V/def2-TZVPD" e_above_lowest_kj_mol=292.0 lumo_energy_ev=0.63 total_energy_ha=-343.090235 total_charge=0
C -0.377 -1.320 1.761
C -0.629 -0.569 0.454
C -1.414 -1.256 -0.713
O -2.639 -1.515 -0.720
N 0.648 -0.036 0.086
C 0.655 1.370 -0.406
N 1.730 1.724 -1.334
H 0.188 -2.281 1.623
H -1.220 -1.608 2.373
H 0.178 -0.554 2.430
H -1.376 0.318 0.686
H -0.880 -1.432 -1.591
H 1.134 -0.629 -0.489
H -0.297 1.691 -0.735
H 0.941 2.000 0.441
H 1.876 2.742 -1.588
H 1.483 1.355 -2.277

No. 4
38
Properties=species:S:1:pos:R:3 method="wB97M-V/def2-TZVPD" e_above_lowest_kj_mol=81.0 lumo_energy_ev="2.60 / 2.60" total_energy_ha=-5036.443081 multiplicity=2 total_charge=-1
Pd -0.340 0.134 0.452
Cl -4.937 -0.721 1.538
Ge -2.646 -0.698 1.429
Cl -2.516 -2.741 0.301
Cl -2.646 0.602 -0.546
C -0.527 -2.268 -2.752
O -0.392 -1.100 -1.967
H -0.903 -2.037 -3.754
H -1.193 -2.998 -2.280
H 0.471 -2.702 -2.854
H -1.236 -0.631 -1.960
F 0.341 2.086 -1.454
C 0.936 1.591 -0.288
F 1.153 2.727 0.475
C 2.312 1.100 -0.715
F 3.133 0.952 0.347
F 2.982 1.893 -1.591
F 2.238 -0.108 -1.313
C 3.714 -2.927 0.143
N 3.042 -2.123 1.141
C 1.702 -1.993 1.215
N 0.968 -2.842 0.499
S 1.056 -0.906 2.348
H 4.781 -2.728 0.191
H 3.367 -2.697 -0.869
H 3.550 -3.989 0.341
H 3.553 -1.368 1.563
H 1.363 -3.309 -0.300
H -0.044 -2.789 0.534
C -3.546 3.888 0.887
C -2.018 3.876 1.006
C -1.548 2.746 1.789
N -1.188 1.834 2.390
H -3.867 4.782 0.353
H -4.013 3.875 1.872
H -3.885 3.012 0.338
H -1.652 4.789 1.477
H -1.564 3.789 0.015

No. 5
13
Properties=species:S:1:pos:R:3 method="wB97M-V/def2-TZVPD" e_above_lowest_kj_mol=362.5 lumo_energy_ev=0.96 total_energy_ha=-195.153963 total_charge=0
C -1.707 0.250 -0.310
C -1.016 -0.456 0.880
C 0.535 -0.482 0.822
C 1.291 0.004 -0.115
C 2.282 0.262 -0.931
H -1.373 1.288 -0.395
H -2.801 0.267 -0.182
H -1.508 -0.246 -1.269
H -1.412 -1.486 0.933
H -1.346 0.008 1.812
H 1.643 -0.040 1.246
H 2.466 -0.469 -1.703
H 2.946 1.101 -0.789

No. 6
12
Properties=species:S:1:pos:R:3 method="wB97M-V/def2-TZVPD" e_above_lowest_kj_mol=163.6 lumo_energy_ev=0.45 total_energy_ha=-1043.626936 total_charge=0
C -1.179 0.563 -0.665
C -0.635 -0.074 0.397
S -1.248 0.256 2.098
S 0.191 -1.651 0.305
H -2.118 1.059 -0.463
H -0.760 0.399 -1.656
H -0.187 -0.447 2.753
H 0.866 -1.513 -0.887
N 2.328 0.208 1.684
C 2.262 1.383 2.078
O 1.979 2.487 2.302
H 3.118 -0.427 1.781